ORCA calculation (ωB97M-V/def2-TZVPD) on a 2-piece molecular cluster, C2H3BrO2 overall at a distorted geometry.

Element x y z (Å)
Br (1.16, 0.22, -1.84)
H (1.40, -1.39, 0.16)
O (-1.36, 1.08, 0.55)
H (-1.33, -0.58, -0.56)
O (-1.20, -0.08, 1.33)
C (-0.74, -0.04, 0.08)
H (1.34, 0.77, 0.37)
C (0.73, 0.00, -0.10)

- HOMO: -0.374 hartree
- Gap between HOMO and LUMO: 10.526 eV
- Energy above the lowest of the compared OMol25 structures with the same formula, charge and spin: 6.101 eV
- LUMO level: 0.35 eV
- Multiplicity: 1
- Total charge: 0



ORCA calculation (ωB97M-V/def2-TZVPD) on a 2-piece molecular cluster, C6H15B overall at a distorted geometry.

Element x y z (Å)
H (-1.28, -1.31, -1.90)
C (0.62, 0.35, 0.51)
H (-1.19, -2.69, 0.54)
H (1.86, 2.00, -0.12)
H (2.03, -0.98, 1.39)
H (2.40, -0.54, -0.22)
B (-2.71, 1.17, 0.28)
H (-0.92, 0.36, -1.90)
H (-0.79, -1.58, 1.79)
H (0.80, 1.39, -1.34)
H (0.40, -2.32, 0.55)
H (0.51, -0.89, -2.10)
H (0.17, 0.58, 1.46)
H (-3.24, 1.54, 1.30)
C (2.09, -0.17, 0.71)
C (-0.40, -0.65, -0.12)
C (-0.49, -0.57, -1.66)
C (-0.55, -1.90, 0.78)
H (2.74, 0.57, 1.24)
C (0.84, 1.56, -0.31)
H (0.02, 2.32, -0.16)
H (-2.90, 1.78, -0.72)

- HOMO (spin up / spin down): -0.265 / -0.281 hartree
- Gap between HOMO and LUMO (spin up / spin down): 7.407 / 7.637 eV
- Energy above the lowest of the compared OMol25 structures with the same formula, charge and spin: 5.960 eV
- LUMO level (spin up / spin down): 0.19 / -0.02 eV
- Multiplicity: 1
- Total charge: 0



ORCA calculation (ωB97M-V/def2-TZVPD) on one molecule with the formula C4H4O at a distorted geometry.

Element x y z (Å)
H (-0.23, -0.48, -1.46)
O (2.11, -0.46, 0.53)
C (0.96, -0.72, 0.27)
C (-1.04, 0.62, 0.45)
H (0.45, -1.61, 0.68)
H (0.66, 1.00, -0.99)
H (-0.87, 0.98, 1.48)
C (0.08, 0.15, -0.58)
C (-2.04, 0.48, -0.37)

- HOMO: -0.381 hartree
- Gap between HOMO and LUMO: 10.296 eV
- Energy above the lowest of the compared OMol25 structures with the same formula, charge and spin: 3.752 eV
- LUMO level: -0.06 eV
- Multiplicity: 1
- Total charge: 0



ORCA calculation (ωB97M-V/def2-TZVPD) on one molecule with the formula CH4BNO2 at a distorted geometry.

Element x y z (Å)
H (-0.86, -0.41, 1.26)
B (-0.74, -1.08, 0.23)
C (0.08, 1.05, -0.25)
H (-0.81, 0.86, -0.70)
H (-1.50, -1.95, -0.28)
O (2.13, 0.26, 0.27)
O (0.44, -1.08, -0.30)
H (0.25, 2.16, -0.18)
N (1.00, 0.18, -0.06)

- HOMO: -0.355 hartree
- Gap between HOMO and LUMO: 10.254 eV
- Energy above the lowest of the compared OMol25 structures with the same formula, charge and spin: 2.580 eV
- LUMO level: 0.59 eV
- Multiplicity: 1
- Total charge: 0
- Structure (SMILES): BO[N+](=C)[O-]



ORCA calculation (ωB97M-V/def2-TZVPD) on C34H33ClCoN3OTe as an isolated structure.

Element x y z (Å)
C (-0.86, -6.27, 1.12)
C (-2.30, -8.14, 0.21)
H (4.78, 1.17, 2.61)
C (-2.10, -1.28, 1.66)
H (0.17, -5.03, 3.11)
C (1.51, 0.10, 2.60)
C (0.52, -4.52, 2.21)
C (-0.47, -5.20, -1.40)
C (2.76, 0.27, -1.58)
H (-1.21, -4.91, -3.40)
H (-3.12, 0.10, -1.14)
H (-3.46, -2.47, -0.30)
C (2.80, 0.50, 2.10)
C (3.63, 0.84, 4.35)
H (5.33, 0.39, -3.78)
C (-0.58, -0.01, -2.87)
C (0.84, 0.13, -4.78)
C (-2.42, -2.17, -0.52)
C (3.28, 0.30, -4.35)
H (-3.12, -1.61, 1.93)
H (-3.93, 2.58, 0.37)
H (-1.39, -2.07, 1.92)
C (-2.22, 3.87, 0.52)
H (-1.76, -3.00, -0.28)
H (-3.78, 0.17, 0.47)
C (1.95, 0.21, -3.90)
H (-0.16, -3.60, -2.81)
C (2.38, 0.44, 4.87)
Co (0.32, -0.15, -0.04)
H (0.41, -0.23, 4.41)
C (1.68, 0.18, -2.52)
H (-3.30, -7.99, -0.19)
C (-0.08, -5.13, 0.98)
C (-2.84, 2.64, 0.35)
C (3.15, 0.55, 0.71)
H (-1.71, -6.80, -2.09)
C (-0.32, -4.68, -2.81)
H (-2.33, -1.99, -1.59)
H (3.48, 0.31, -5.41)
N (2.35, 0.25, -0.24)
H (0.29, -3.45, 2.28)
C (4.30, 0.35, -3.44)
O (0.51, -0.25, 1.90)
C (-2.83, 0.18, -0.09)
C (-0.69, 1.51, 0.14)
H (-1.29, -0.02, -4.90)
N (0.42, 0.04, -2.02)
H (4.88, 0.34, -1.37)
H (2.24, 0.41, 5.94)
C (-1.45, -6.90, 0.04)
H (-1.84, -0.39, 2.23)
C (-0.41, 0.04, -4.26)
Cl (4.91, 1.30, 5.45)
C (0.14, -4.58, -0.30)
H (-1.86, -8.99, -0.31)
H (-2.39, -8.40, 1.26)
H (-2.81, 4.76, 0.67)
H (1.61, -4.56, 2.18)
N (-2.02, -1.00, 0.24)
H (-1.56, -0.10, -2.43)
H (4.17, 0.88, 0.50)
Te (1.42, -2.90, -0.52)
C (-2.09, 1.48, 0.15)
C (1.38, 0.08, 4.03)
H (1.02, 0.15, -5.85)
C (4.04, 0.33, -2.05)
H (0.55, -5.12, -3.30)
C (-0.09, 2.76, 0.32)
H (0.99, 2.82, 0.34)
C (-0.83, 3.92, 0.51)
H (-1.02, -6.68, 2.12)
H (-0.32, 4.87, 0.65)
C (3.82, 0.87, 3.01)
C (-1.25, -6.34, -1.22)

- HOMO (spin up / spin down): -0.128 / -0.130 hartree
- Gap between HOMO and LUMO (spin up / spin down): 5.361 / 5.418 eV
- Energy above the lowest of the compared OMol25 structures with the same formula, charge and spin: 0.000 eV
- LUMO level (spin up / spin down): 1.88 / 1.87 eV
- Multiplicity: 2
- Total charge: -1



ORCA calculation (ωB97M-V/def2-TZVPD) on a 2-piece molecular cluster, C6H12O overall.

Element x y z (Å)
C (-1.38, 1.12, 0.25)
C (2.46, -0.54, -0.51)
O (1.25, -0.89, -0.13)
H (-1.54, -0.99, -1.58)
H (0.30, 1.54, -1.18)
H (3.08, -1.36, -0.83)
H (-2.84, -1.38, -0.44)
H (-1.36, -2.35, -0.46)
H (-1.70, 1.65, 1.15)
H (-2.09, 1.34, -0.56)
H (-1.39, -0.75, 1.48)
C (-1.13, -0.41, 0.47)
H (0.64, 2.13, 0.46)
C (0.11, 1.35, -0.11)
H (2.65, 0.51, -0.74)
H (2.50, 0.17, 1.65)
C (0.32, -0.08, 0.27)
C (-1.75, -1.34, -0.56)
H (1.80, 0.27, 1.93)

- HOMO (spin up / spin down): -0.265 / -0.256 hartree
- Gap between HOMO and LUMO (spin up / spin down): 8.208 / 7.930 eV
- Energy above the lowest of the compared OMol25 structures with the same formula, charge and spin: 5.074 eV
- LUMO level (spin up / spin down): 1.00 / 0.97 eV
- Multiplicity: 1
- Total charge: 0



ORCA calculation (ωB97M-V/def2-TZVPD) on C23H37N2O3PdSi4 as an isolated structure at a distorted geometry.

Element x y z (Å)
H (-0.05, 1.81, -3.05)
C (-3.83, 0.53, -2.69)
C (3.20, 2.10, -1.55)
H (5.13, -2.92, 4.50)
C (-3.24, 0.88, 1.04)
N (2.48, 0.66, 0.26)
H (-2.14, -1.93, -3.98)
H (4.36, -0.94, 1.76)
H (-4.27, 0.71, -3.68)
C (-1.12, 1.91, -3.22)
C (4.26, 3.47, -3.24)
C (-1.04, 1.49, 3.03)
C (2.39, -1.54, 3.06)
C (-1.37, -4.17, -1.27)
C (3.13, -3.08, 5.27)
C (1.78, -2.74, 5.08)
Si (-2.04, -2.77, -0.25)
H (4.35, 0.57, -0.61)
H (3.08, 5.15, -3.95)
H (-0.69, -2.51, 1.81)
Si (-2.00, 0.31, -2.92)
C (3.74, -1.88, 3.27)
H (-2.02, 4.08, 1.58)
H (1.14, 4.68, -2.52)
H (-4.36, -3.52, -0.25)
O (4.74, -1.51, 2.45)
H (-2.41, -2.40, 2.16)
C (-1.68, 3.48, 0.74)
H (-1.68, -3.98, 1.86)
C (2.02, 4.05, -2.50)
H (0.00, 1.78, 3.17)
H (-0.28, -4.24, -1.19)
H (-1.49, 2.69, -2.55)
C (-3.87, -2.59, -0.55)
H (-1.96, -0.63, -5.18)
H (1.03, -3.06, 5.79)
H (3.42, -3.68, 6.12)
C (1.93, -0.73, 1.94)
H (-0.72, 3.86, 0.40)
H (-0.55, -1.19, -4.27)
H (-4.31, -1.77, 0.03)
O (0.71, -0.56, 1.74)
H (5.19, 1.78, -2.36)
H (-4.10, -2.43, -1.61)
H (-4.06, 1.39, -2.06)
H (-1.26, 2.24, -4.26)
C (-1.66, -2.93, 1.56)
H (-4.30, -0.35, -2.27)
H (-3.97, 1.38, 1.69)
Si (-1.60, 1.71, 1.28)
H (-1.67, 2.13, 3.67)
C (4.09, -2.67, 4.37)
C (4.30, 2.41, -2.40)
H (-1.63, -4.05, -2.33)
Pd (0.26, 0.89, 0.03)
C (2.00, 2.92, -1.61)
C (1.43, -1.98, 3.99)
C (-1.62, -0.99, -4.20)
C (3.38, 1.07, -0.63)
N (2.92, -0.22, 1.13)
H (-3.58, 0.95, 0.02)
O (0.95, 2.70, -0.94)
Si (-0.86, -0.83, -1.03)
C (3.10, 4.30, -3.28)
H (-1.80, -5.11, -0.92)
H (-3.20, -0.18, 1.33)
H (-2.40, 3.58, -0.08)
H (-1.15, 0.45, 3.33)
H (0.40, -1.71, 3.83)
H (5.11, 3.69, -3.87)

- HOMO (spin up / spin down): -0.376 / -0.398 hartree
- Gap between HOMO and LUMO (spin up / spin down): 6.763 / 5.054 eV
- Energy above the lowest of the compared OMol25 structures with the same formula, charge and spin: 0.631 eV
- LUMO level (spin up / spin down): -3.47 / -5.78 eV
- Multiplicity: 5
- Total charge: +1